# 1
Entry from OMol25: C18H28N2O5S in the gas phase (ωB97M-V/def2-TZVPD).

* E_LUMO: 0.61 eV
* net charge: 0
* F_max: 0.01702 hartree/bohr
* SMILES: Cc1cc(S(=O)(=O)NCC(C)C)ccc1OCC(=O)NC[C@@H]1CCCO1
* HOMO: -0.33128 hartree
* energy relative to the best compared isomer or geometry (same formula, charge and spin): 10.3 kJ/mol
* electronic energy: -1586.5966 hartree

Each line ends with the Mulliken charge.
Geometry (Å):
S  0.651  0.773  -2.609  1.484
O  -2.589  -1.393  1.140  -0.579
O  0.165  1.184  4.299  -0.644
O  1.122  -0.209  -3.544  -0.668
O  0.678  2.162  -2.969  -0.798
O  2.881  -0.401  2.709  -0.551
N  0.296  -0.863  3.335  0.022
N  -0.914  0.439  -2.115  -0.116
C  1.345  1.472  -0.060  -0.886
C  -3.181  0.870  1.572  -0.894
C  0.816  0.269  3.846  0.481
C  -3.733  -0.069  -3.312  -1.419
C  -1.490  -0.849  -2.440  -0.994
C  1.484  0.527  -1.053  -0.082
C  2.656  -0.946  0.437  1.169
C  1.828  1.203  1.208  -0.648
C  2.353  0.282  3.827  -0.546
C  -1.766  -0.240  -4.874  -1.522
C  -1.105  -1.035  3.039  -1.318
C  2.149  -0.661  -0.818  -0.747
C  -1.677  0.772  1.323  0.160
C  -3.681  -0.484  1.065  -0.139
C  -2.448  -0.828  -3.641  0.501
C  2.454  -0.012  1.468  0.462
C  3.376  -2.225  0.728  -1.563
C  -1.416  -0.717  1.557  1.179
H  -3.644  1.699  1.043  0.437
H  -3.385  0.979  2.637  0.264
H  -1.097  1.398  1.997  0.320
H  3.502  -2.808  -0.180  0.424
H  0.856  2.405  -0.285  0.531
H  2.730  -0.258  4.700  0.375
H  -0.586  -1.090  0.941  0.051
H  2.255  -1.362  -1.632  0.457
H  0.932  -1.539  2.938  0.230
H  -4.510  -0.880  1.660  0.371
H  -0.841  -0.770  -5.085  0.334
H  2.703  1.319  3.885  0.362
H  -4.228  -0.508  -2.448  0.289
H  -2.712  -1.871  -3.849  0.374
H  -3.528  0.979  -3.098  0.289
H  2.826  -2.819  1.457  0.291
H  -0.646  -1.505  -2.660  0.571
H  -2.421  -0.312  -5.740  0.476
H  -1.392  -2.070  3.242  0.302
H  -1.664  -0.369  3.699  0.274
H  -1.437  1.026  0.290  -0.232
H  -4.419  -0.109  -4.156  0.458
H  -4.001  -0.421  0.018  -0.135
H  1.699  1.936  1.988  0.402
H  -2.009  -1.232  -1.553  0.192
H  -1.520  1.219  -2.313  0.322
H  4.354  -2.013  1.157  0.343
H  -1.517  0.808  -4.718  0.285

# 2
Entry from OMol25: a molecular structure, C18H28N3O8P2Pt (ωB97M-V/def2-TZVPD).

* E_LUMO (spin up / spin down): -3.30 / -6.27 eV
* net charge: +1
* F_max: 0.18984 hartree/bohr
* 2S+1: 5
* HOMO (spin up / spin down): -0.31314 / -0.44826 hartree
* energy relative to the best compared isomer or geometry (same formula, charge and spin): 110.2 kJ/mol
* electronic energy: -2270.2181 hartree

Each line ends with the Mulliken charge.
Geometry (Å):
Pt  0.136  -0.209  -0.702  1.033
P  -2.163  -0.184  -0.891  0.518
P  2.416  -0.523  -1.043  0.668
O  1.973  2.009  -3.588  -0.715
O  0.128  -3.067  4.789  -0.631
O  -0.633  2.244  7.956  -0.637
O  0.030  -2.511  6.768  -0.607
O  -0.042  2.342  1.524  -0.740
O  -0.685  2.464  -3.297  -0.652
O  -0.377  0.100  1.204  -0.589
O  -0.763  3.674  6.479  -0.648
N  0.022  -0.918  -2.754  0.330
N  -0.630  2.530  6.794  1.027
N  -0.018  -2.214  5.612  1.069
C  -1.281  -1.574  -4.670  -0.838
C  -0.479  1.849  4.423  -0.269
C  -1.177  -1.200  -3.331  0.773
C  -0.339  0.165  6.180  -0.342
C  3.219  -1.928  -0.153  -1.249
C  -2.998  1.413  -1.246  -1.174
C  -0.091  -1.711  -5.419  -0.417
C  1.136  -1.488  -4.821  -1.179
C  -0.486  1.516  5.799  -0.213
C  -0.200  -0.847  5.220  -0.345
C  3.533  0.891  -0.643  -1.208
C  -2.401  -1.205  -2.432  -1.153
C  -0.356  0.849  3.449  0.577
C  1.214  -1.078  -3.451  0.880
C  -0.299  1.143  1.992  0.316
C  -0.224  -0.494  3.864  -0.650
C  2.444  -0.773  -2.803  -1.051
C  -3.206  -0.991  0.388  -1.220
H  -2.558  -2.242  -2.077  0.431
H  -0.140  -2.014  -6.471  0.430
H  -2.260  -1.782  -5.109  0.487
H  -0.577  2.882  4.113  0.597
H  4.580  0.650  -0.899  0.436
H  -3.110  -0.410  1.320  0.299
H  0.259  2.222  -3.518  0.363
H  2.647  -2.844  -0.366  0.369
H  -2.906  2.065  -0.360  0.357
H  -0.577  3.357  -2.924  0.327
H  0.470  1.132  -0.756  -0.573
H  -2.462  1.872  -2.095  0.224
H  2.320  2.072  -4.495  0.295
H  4.264  -2.058  -0.486  0.451
H  3.208  1.762  -1.235  0.387
H  -0.106  -1.279  3.127  0.737
H  3.198  -1.731  0.933  0.391
H  -0.327  -0.096  7.230  0.597
H  3.460  1.124  0.433  0.392
H  -4.066  1.268  -1.488  0.465
H  2.181  1.056  -3.323  0.263
H  0.011  -1.737  -0.261  -0.043
H  -4.267  -1.042  0.087  0.441
H  2.067  -1.614  -5.382  0.446
H  -3.308  -0.912  -2.988  0.538
H  3.376  -1.033  -3.322  0.445
H  0.035  1.057  -1.457  0.411
H  -2.815  -2.004  0.574  0.374

# 3
Entry from OMol25: a molecular structure, C18H28N4O2PdSi (ωB97M-V/def2-TZVPD).

* E_LUMO (spin up / spin down): 0.52 / -1.42 eV
* net charge: 0
* F_max: 0.03084 hartree/bohr
* 2S+1: 3
* HOMO (spin up / spin down): -0.27787 / -0.27053 hartree
* energy relative to the best compared isomer or geometry (same formula, charge and spin): 64.4 kJ/mol
* electronic energy: -1489.5889 hartree

Each line ends with the Mulliken charge.
Geometry (Å):
Pd  0.114  0.245  -0.205  0.499
Si  0.452  2.316  -2.489  0.209
O  1.298  0.314  1.715  -0.702
O  3.149  -0.460  2.681  -0.673
N  -0.068  0.705  -2.229  0.682
N  -2.445  0.111  -0.589  -0.249
N  2.465  -0.279  -0.699  -0.150
N  -1.155  -0.621  1.726  -0.313
C  1.768  2.438  -3.880  -1.206
C  3.193  0.084  0.359  0.601
C  -3.311  -1.570  1.025  -0.784
C  -1.042  0.005  -4.342  -0.482
C  3.027  -0.200  -1.902  -0.481
C  -1.134  -2.589  -3.352  -0.733
C  5.019  0.766  -1.010  -0.380
C  1.196  2.895  -0.811  -1.138
C  2.507  -0.049  1.729  0.182
C  4.296  0.315  -2.107  -0.668
C  -0.534  -0.252  -3.056  -0.101
C  -1.663  -2.308  -4.606  -0.640
C  4.472  0.617  0.252  -0.433
C  -0.576  -1.585  -2.593  0.116
C  -1.602  -1.009  -5.092  -0.732
C  -1.938  -1.843  1.632  -0.618
C  -0.991  3.497  -2.949  -1.276
C  -3.227  -1.115  -0.432  -0.399
H  -2.111  -3.089  -5.203  0.395
H  2.178  1.472  -4.155  0.304
H  -1.163  -3.603  -2.973  0.421
H  -1.746  3.540  -2.169  0.309
H  2.429  -0.556  -2.730  0.569
H  -4.254  -0.982  -0.804  0.328
H  -3.822  -0.809  1.624  0.318
H  -1.002  1.011  -4.733  0.279
H  -2.875  0.867  -0.058  0.213
H  -2.429  0.380  -1.570  0.130
H  -1.392  -2.540  0.991  0.281
H  1.334  2.873  -4.774  0.422
H  1.276  3.979  -0.774  0.457
H  4.710  0.359  -3.104  0.443
H  -2.749  -1.893  -1.033  0.198
H  -3.909  -2.482  1.076  0.352
H  -2.073  -2.311  2.620  0.398
H  -1.674  0.094  2.231  0.111
H  2.204  2.501  -0.667  0.216
H  5.992  1.220  -1.139  0.424
H  -0.620  4.503  -3.115  0.366
H  -0.157  -1.783  -1.597  0.610
H  -1.476  3.169  -3.863  0.360
H  4.994  0.918  1.147  0.464
H  0.578  2.570  0.047  0.298
H  -0.287  -0.779  2.238  0.387
H  -2.000  -0.787  -6.072  0.409
H  2.593  3.071  -3.573  0.407

# 4
Entry from OMol25: a molecular structure, C18H28N5O2Rh (ωB97M-V/def2-TZVPD).

* E_LUMO: -6.59 eV
* net charge: +2
* F_max: 0.01346 hartree/bohr
* HOMO: -0.55059 hartree
* energy relative to the best compared isomer or geometry (same formula, charge and spin): 27.9 kJ/mol
* electronic energy: -1237.0657 hartree

Each line ends with the Mulliken charge.
Geometry (Å):
Rh  0.051  -0.132  -0.345  -0.064
O  -1.314  -1.708  0.547  -0.656
O  0.169  -2.183  -3.656  -0.596
N  -1.845  0.736  -0.431  -0.159
N  0.684  1.136  -1.806  0.041
N  0.355  1.304  1.149  0.015
N  2.014  -0.803  -0.353  -0.070
N  -0.332  -1.815  -1.431  0.481
C  -1.571  1.584  -2.776  -0.893
C  -3.003  -4.227  -0.686  -0.535
C  -1.806  2.026  0.301  -0.671
C  -1.505  -3.527  -2.465  0.124
C  2.845  -0.254  0.750  -0.691
C  -3.008  -5.309  -2.859  -0.537
C  2.144  0.922  -2.080  -0.777
C  -2.000  -3.409  -1.162  0.387
C  -0.184  1.013  -3.021  -0.280
C  -3.503  -5.187  -1.565  -0.604
C  2.073  -0.313  2.058  -0.763
C  -1.992  -4.475  -3.334  -0.516
C  2.534  -0.499  -1.714  -0.656
C  -1.235  -2.309  -0.564  0.232
C  -2.441  0.810  -1.792  -0.608
C  1.201  0.904  2.325  -0.616
C  -0.460  -2.469  -2.672  0.004
C  -0.986  1.814  1.553  -0.884
H  3.775  -0.823  0.807  0.489
H  0.531  0.687  3.155  0.371
H  -0.895  2.723  2.148  0.445
H  3.620  -0.607  -1.739  0.504
H  -1.354  2.790  -0.333  0.295
H  1.806  1.766  2.611  0.369
H  1.977  -1.814  -0.243  0.400
H  -2.586  -0.215  -2.134  0.269
H  -3.421  -6.067  -3.511  0.437
H  -1.448  1.045  2.176  0.476
H  3.116  0.773  0.496  0.294
H  -4.288  -5.854  -1.236  0.438
H  0.306  1.552  -3.834  0.527
H  -3.425  1.280  -1.724  0.461
H  2.348  1.111  -3.134  0.436
H  0.559  2.095  -1.487  0.392
H  -2.091  1.597  -3.735  0.480
H  2.705  1.654  -1.500  0.403
H  0.839  2.074  0.691  0.350
H  -1.497  2.635  -2.480  0.282
H  -2.393  0.081  0.126  0.512
H  -0.217  -0.036  -3.303  0.083
H  -1.608  -4.567  -4.341  0.532
H  2.093  -1.206  -2.415  0.283
H  2.757  -0.424  2.899  0.456
H  1.451  -1.214  2.057  0.287
H  -3.378  -4.141  0.325  0.542
H  -2.817  2.362  0.540  0.477

# 5
Entry from OMol25: a molecular structure, C18H28N6STc (ωB97M-V/def2-TZVPD).

* E_LUMO (spin up / spin down): -16.32 / -16.54 eV
* net charge: +4
* F_max: 0.08449 hartree/bohr
* 2S+1: 4
* HOMO (spin up / spin down): -0.79474 / -0.79553 hartree
* energy relative to the best compared isomer or geometry (same formula, charge and spin): 361.2 kJ/mol
* electronic energy: -1508.3804 hartree

Each line ends with the Mulliken charge.
Geometry (Å):
Tc  -0.245  -0.616  -0.146  0.448
S  -1.583  -1.687  -1.919  -0.160
N  0.115  -2.288  -3.963  0.323
N  1.561  -1.385  -0.845  -0.763
N  -1.482  1.475  -1.676  -0.053
N  1.238  -1.592  -2.248  0.580
N  1.409  -2.393  -4.277  -0.556
N  -0.240  1.196  -1.141  0.507
C  0.639  -0.151  3.091  -0.521
C  -1.406  2.542  -2.503  0.518
C  -1.029  -1.740  1.339  -1.366
C  1.023  -1.449  2.665  -0.383
C  -0.062  3.000  -2.461  -0.757
C  -2.727  1.351  3.450  -1.391
C  0.148  -2.280  1.938  0.150
C  1.983  2.180  -0.989  -1.047
C  0.618  2.105  -1.620  0.057
C  2.134  -1.975  -3.277  0.594
C  -1.206  1.545  3.291  0.749
C  -1.234  -0.332  1.558  0.054
C  -2.639  3.000  -3.175  -1.200
C  0.312  -3.817  1.890  -0.875
C  -0.057  -1.842  -2.738  0.262
C  -0.568  0.366  2.657  0.207
C  -0.634  2.014  4.718  -1.444
C  3.636  -1.999  -3.295  -1.091
H  -3.414  3.451  -2.454  0.319
H  0.294  2.529  4.432  0.421
H  4.036  -1.116  -3.819  0.328
H  1.890  3.128  -0.407  0.361
H  3.909  -2.862  -3.907  0.374
H  -1.083  2.289  2.514  0.315
H  -1.290  2.636  5.308  0.393
H  -2.882  0.296  3.836  0.373
H  0.538  -4.192  2.929  0.395
H  2.288  1.327  -0.341  0.128
H  4.135  -2.075  -2.270  0.364
H  -3.116  2.020  4.215  0.418
H  1.938  -1.875  3.059  0.692
H  -0.554  -2.518  -4.697  0.212
H  1.069  -4.248  1.182  0.259
H  0.403  3.882  -2.950  0.474
H  -3.104  2.076  -3.573  0.366
H  1.166  0.456  3.848  0.710
H  2.885  2.453  -1.659  0.389
H  -1.856  -2.371  0.847  0.710
H  -0.749  -4.257  1.534  0.411
H  -3.250  1.549  2.549  0.407
H  -0.416  1.066  5.310  0.419
H  2.498  -0.877  -0.861  0.374
H  1.894  -2.265  -0.388  0.421
H  -2.406  3.611  -4.006  0.385
H  -2.244  0.764  -1.854  0.247
H  -2.279  -0.103  1.300  0.496

# 6
Entry from OMol25: a molecular structure, C18H28NO4P2W (ωB97M-V/def2-TZVPD).

* E_LUMO (spin up / spin down): -12.67 / -12.70 eV
* net charge: +3
* F_max: 0.11516 hartree/bohr
* 2S+1: 3
* HOMO (spin up / spin down): -0.61620 / -0.61614 hartree
* energy relative to the best compared isomer or geometry (same formula, charge and spin): 398.0 kJ/mol
* electronic energy: -1807.0310 hartree

Each line ends with the Mulliken charge.
Geometry (Å):
W  0.133  0.205  -0.233  0.998
P  -0.048  -0.101  -2.552  0.895
P  -0.897  0.939  1.930  0.572
O  0.712  -1.778  0.247  -0.824
O  2.517  -0.451  0.611  -0.700
O  -6.059  1.514  0.093  -0.614
O  -4.104  -2.089  -1.825  -0.567
N  -0.133  2.269  -0.669  -0.180
C  0.208  4.027  -2.262  -0.799
C  0.745  1.569  -2.800  -1.369
C  4.145  -4.653  2.686  -0.387
C  -0.442  4.904  -1.400  -0.373
C  -1.492  -0.040  -3.666  -1.286
C  2.202  -4.010  1.368  -0.249
C  1.025  -1.351  -3.337  -1.224
C  4.580  -3.323  2.719  -0.631
C  -1.011  4.422  -0.231  -0.894
C  3.831  -2.345  2.059  -0.345
C  0.246  2.682  -1.900  0.868
C  1.930  -1.568  0.686  0.906
C  2.957  -4.986  2.025  -0.692
C  -1.504  2.462  1.314  -0.991
C  2.657  -2.690  1.383  0.492
C  0.460  1.172  3.098  -1.150
C  -0.898  3.065  0.169  1.123
C  -2.126  -0.040  2.825  -1.229
H  -3.059  -0.012  2.255  0.436
H  0.663  4.360  -3.200  0.530
H  2.046  -1.261  -2.939  0.422
H  -2.085  -0.968  -3.582  0.385
H  4.740  -5.414  3.184  0.433
H  0.001  1.261  4.089  0.465
H  4.159  -1.303  2.055  0.407
H  0.577  1.797  -3.854  0.608
H  -2.094  0.858  -3.440  0.420
H  -3.469  -1.538  -2.304  0.276
H  2.602  -6.010  2.036  0.431
H  -5.505  2.257  -0.182  0.292
H  0.967  2.110  2.855  0.434
H  1.821  1.433  -2.659  0.494
H  -1.096  0.009  -4.693  0.493
H  -2.249  0.424  3.804  0.483
H  0.625  -2.342  -3.070  0.416
H  -6.452  1.783  0.921  0.329
H  -0.504  5.963  -1.662  0.482
H  5.487  -3.026  3.253  0.419
H  -1.683  5.037  0.354  0.490
H  -3.901  -2.024  -0.871  0.289
H  -1.249  -0.198  0.764  0.014
H  -1.764  -1.073  2.915  0.449
H  1.024  -1.222  -4.434  0.463
H  1.202  0.366  3.111  0.361
H  1.278  -4.227  0.837  0.459
H  -1.715  3.153  2.119  0.470

Among the records above, which one has the lowest electronic energy? C18H28N3O8P2Pt

Which of these has the lowest F_max? C18H28N5O2Rh